[1]
{
  "formula": "C4H9N3O",
  "method": "ωB97M-V/def2-TZVPD",
  "smiles": "C/C(O)=C(N)\\N=C/N",
  "e_above_lowest_ev": 3.120,
  "homo_ev": -6.7,
  "symbols": ["O", "N", "N", "N", "C", "C", "C", "C", "H", "H", "H", "H", "H", "H", "H", "H", "H"],
  "coordinates": [[-1.45084, -0.58472, -1.29974], [0.62332, 0.69013, 1.26572], [1.61141, 1.18982, -0.96072], [-1.71344, 1.10239, 1.00276], [0.02640, -1.97348, -0.08830], [-0.55528, 0.40528, 0.71735], [-0.47031, -0.57360, -0.31289], [1.49855, 0.47657, 0.24448], [-1.62156, 1.78315, 1.74210], [-2.56311, 0.55730, 1.05613], [-1.72566, 0.32288, -1.47892], [2.51028, 1.59675, -1.19786], [0.59471, -2.32503, -0.95121], [0.66513, -2.02585, 0.79012], [-0.82850, -2.64867, 0.04191], [0.92398, 1.91647, -1.11208], [2.47491, 0.09061, 0.54114]],
  "lowdin_charge": [0.012, 0.069, 0.049, 0.128, -0.050, -0.435, -0.351, -0.224, 0.091, 0.098, 0.094, 0.080, 0.078, 0.079, 0.081, 0.088, 0.115]
}


[2]
{
  "formula": "C4H9N3O",
  "method": "ωB97M-V/def2-TZVPD",
  "e_above_lowest_ev": 6.301,
  "homo_ev": -8.5,
  "symbols": ["O", "N", "N", "N", "C", "C", "C", "C", "H", "H", "H", "H", "H", "H", "H", "H", "H"],
  "coordinates": [[-1.44375, -1.65175, 0.19236], [1.31520, -0.73031, 0.02179], [0.08568, 2.16063, -1.68452], [1.18760, 1.19221, -1.19372], [-0.52184, 0.55635, 0.58414], [-0.73448, -0.95731, 1.03465], [0.65186, -1.52589, 0.93780], [0.70297, 0.32030, -0.24807], [0.65728, 3.07804, -1.87651], [-1.39148, 0.71441, -0.02754], [-0.06774, 1.93975, -2.61256], [-1.00646, -1.05960, 2.01624], [-0.52269, 1.26004, 1.46923], [1.18057, -1.56245, 1.85049], [0.81721, -2.54286, 0.59595], [1.71076, 0.71395, -2.08731], [-2.62067, -1.90552, 1.02758]],
  "lowdin_charge": [-0.055, 0.077, 0.016, -0.025, -0.024, -0.532, -0.211, -0.437, 0.110, 0.092, 0.010, 0.098, 0.137, 0.103, 0.122, 0.189, 0.332]
}


[3]
{
  "formula": "C4H9N3O2",
  "method": "ωB97M-V/def2-TZVPD",
  "smiles": "CO[C@](N)(O)C(N)=C=N",
  "e_above_lowest_ev": 3.643,
  "homo_ev": -7.2,
  "symbols": ["O", "O", "N", "N", "N", "C", "C", "C", "C", "H", "H", "H", "H", "H", "H", "H", "H", "H"],
  "coordinates": [[-1.19823, -0.25066, -1.39302], [1.10958, 0.03493, -0.60746], [-1.92355, -0.36860, 1.44224], [1.10932, 0.97849, 2.32474], [-0.12683, -2.08451, -0.48330], [-0.62658, -0.16321, 0.92165], [-0.31146, -0.70157, -0.44185], [0.40492, 0.48606, 1.44666], [1.17187, 1.29480, -1.23428], [1.95597, 1.50324, 2.13409], [-1.14291, -0.81692, -2.17359], [2.12150, 1.78296, -1.00895], [-2.01008, -0.06106, 2.40237], [0.26721, -2.46238, 0.36543], [0.34988, -2.41309, -1.31321], [-2.62392, 0.06188, 0.85024], [0.38258, 1.98373, -0.90996], [1.09072, 1.19592, -2.32181]],
  "lowdin_charge": [0.068, -0.183, 0.097, 0.151, 0.146, -0.290, -0.533, -0.135, -0.134, 0.074, 0.117, 0.084, 0.085, 0.105, 0.098, 0.080, 0.089, 0.080]
}


[4]
{
  "formula": "C4H9N3O2",
  "method": "ωB97M-V/def2-TZVPD",
  "smiles": "[H]/N=C\\C(=O)O.[H]/N=C(\\C)N",
  "e_above_lowest_ev": 0.759,
  "homo_ev": -9.2,
  "symbols": ["O", "O", "N", "N", "N", "C", "C", "C", "C", "H", "H", "H", "H", "H", "H", "H", "H", "H"],
  "coordinates": [[0.44891, 2.45109, 0.66026], [2.41657, 1.64777, -0.10335], [-0.52709, 1.93943, -2.03378], [0.84006, -0.98134, 0.88812], [-1.28593, -0.15427, 1.01461], [-0.95228, -2.41036, 0.05946], [0.54313, 1.42036, -1.51946], [1.10608, 1.88687, -0.19215], [-0.42451, -1.14259, 0.67256], [-2.24975, -0.38516, 1.21797], [-0.88556, 2.65384, -1.38224], [-0.88922, 0.58188, 1.59274], [-0.33213, -2.68790, -0.79792], [2.64023, 1.88102, 0.82069], [-1.98351, -2.27624, -0.27781], [-0.91540, -3.21173, 0.80188], [1.09436, 0.60480, -2.01133], [1.35603, -1.81748, 0.58975]],
  "lowdin_charge": [0.068, 0.099, 0.126, 0.097, 0.124, -0.036, -0.144, -0.555, -0.569, 0.100, 0.058, 0.094, 0.080, 0.140, 0.072, 0.084, 0.113, 0.048]
}


[5]
{
  "formula": "C4H9N3P",
  "method": "ωB97M-V/def2-TZVPD",
  "total_charge": 1,
  "smiles": "[H]/N=[N+]1/C=CC[C@]1(N)P",
  "e_above_lowest_ev": 3.823,
  "homo_ev": [-13.6, -13.6],
  "symbols": ["P", "N", "N", "N", "C", "C", "C", "C", "H", "H", "H", "H", "H", "H", "H", "H", "H"],
  "coordinates": [[1.81108, 0.20250, 0.99841], [-0.34934, 1.13168, -0.08673], [0.83847, -0.09259, -1.81853], [-0.12181, 2.40824, -0.12822], [0.41775, -0.04240, -0.52257], [-1.62213, -0.67212, 0.75646], [-0.55934, -1.16264, -0.11920], [-1.44872, 0.68797, 0.73681], [-0.88249, -1.76657, -0.92731], [1.16522, 0.19710, 2.23486], [2.04788, -1.20971, 0.98249], [1.32168, 0.70040, -2.11669], [0.72342, 2.54060, -0.63514], [-0.09164, -2.06981, 0.31980], [-2.32385, -1.27726, 1.24998], [-2.00250, 1.45765, 1.18436], [1.07633, -1.03305, -2.10878]],
  "lowdin_charge": [0.923, -0.169, 0.140, 0.269, -0.628, 0.057, -0.172, -0.011, 0.124, -0.105, -0.088, 0.081, 0.068, 0.138, 0.125, 0.119, 0.129]
}


[6]
{
  "formula": "C4H9N3S",
  "method": "ωB97M-V/def2-TZVPD",
  "e_above_lowest_ev": 7.437,
  "homo_ev": -8.5,
  "symbols": ["S", "N", "N", "N", "C", "C", "C", "C", "H", "H", "H", "H", "H", "H", "H", "H", "H"],
  "coordinates": [[1.04378, -1.78825, -0.64927], [-0.87309, 0.47509, -1.94848], [0.59206, 0.59810, 1.90166], [1.72932, 0.83323, 1.22034], [-0.06095, -0.61170, -0.10967], [0.03670, 0.82541, -0.92830], [-1.46130, -0.49752, -0.98231], [-0.23732, -0.22863, 1.33823], [-1.02265, -0.37125, 1.97862], [-1.77177, -1.39669, -1.61829], [2.14340, 1.66300, 1.97668], [-1.71884, 1.14119, -2.09609], [2.37112, -0.43627, 1.11939], [-2.31558, -0.24685, -0.27484], [1.12430, 1.42344, -1.25407], [0.71266, -2.86828, 0.28571], [-0.29184, 1.48599, 0.04070]],
  "lowdin_charge": [0.775, -0.067, -0.163, -0.104, -0.800, -0.305, -0.211, -0.211, 0.077, 0.114, 0.157, 0.146, 0.223, 0.121, 0.159, -0.040, 0.128]
}


[7]
{
  "formula": "C4H9N3S",
  "method": "ωB97M-V/def2-TZVPD",
  "total_charge": 2,
  "smiles": "CSn1c[nH+]c(C)[nH+]1",
  "e_above_lowest_ev": 2.394,
  "homo_ev": -18.5,
  "symbols": ["S", "N", "N", "N", "C", "C", "C", "C", "H", "H", "H", "H", "H", "H", "H", "H", "H"],
  "coordinates": [[-2.11616, 0.35806, 1.57189], [1.64087, 0.76452, 0.13253], [0.24238, -0.80807, 0.44796], [-0.29136, 0.30973, 0.76808], [2.31945, -1.48065, -1.10214], [1.42476, -0.59827, -0.14517], [0.51742, 1.36677, 0.70171], [-3.16661, 0.63633, 0.15957], [2.34409, 1.34286, -0.18260], [2.74267, -2.14843, -0.45209], [1.78934, -1.89508, -1.99803], [-4.04671, 0.06622, 0.38200], [-0.56353, -1.45669, 0.61455], [0.24131, 2.35802, 1.16727], [-3.43558, 1.73543, 0.07314], [-2.77611, 0.33497, -0.77697], [3.13378, -0.88572, -1.36170]],
  "lowdin_charge": [1.042, 0.229, 0.150, -0.262, 0.108, -0.054, 0.079, -0.362, 0.160, 0.073, 0.144, 0.055, 0.217, 0.209, 0.087, 0.045, 0.079]
}


[8]
{
  "formula": "C4H9N4",
  "method": "ωB97M-V/def2-TZVPD",
  "total_charge": 1,
  "smiles": "[H]/N=N/[C@@H](C)CN[N+]#C",
  "e_above_lowest_ev": 6.176,
  "homo_ev": -12.2,
  "symbols": ["N", "N", "N", "N", "C", "C", "C", "C", "H", "H", "H", "H", "H", "H", "H", "H", "H"],
  "coordinates": [[1.94407, 0.30350, 0.31439], [-1.73399, 0.13995, 0.48372], [2.10102, 0.52329, 1.50046], [-2.24508, 1.27971, -0.10024], [0.64717, 0.04531, -0.19052], [-0.38575, -0.01644, 0.97149], [0.71459, -1.03348, -1.37148], [-2.70644, 2.32657, -0.32459], [-0.21759, -1.02607, -1.96060], [0.77675, -2.17151, -0.95962], [-3.15416, 3.19397, -0.71076], [-0.45670, -0.92051, 1.56203], [1.67437, -0.82372, -2.01796], [-0.00214, 0.60339, 1.71166], [3.00891, 0.96899, 1.74808], [0.46472, 1.00052, -0.87074], [-2.03116, -0.64766, 0.01530]],
  "lowdin_charge": [-0.060, 0.068, 0.082, 0.128, -0.386, -0.132, -0.065, 0.338, 0.051, 0.121, 0.119, 0.145, 0.114, 0.079, 0.100, 0.171, 0.127]
}